2 unconnected molecules or ions with the total composition C4H4Cl3F in a non-equilibrium geometry. Source: OMol25; level of theory: ωB97M-V/def2-TZVPD.

Atoms and positions in Å:
C (-1.0057, -0.8517, -0.6475)
C (-1.9865, -0.1083, -0.2226)
C (1.4358, 0.9439, 0.0445)
C (0.9210, -0.3659, 0.4394)
F (0.5691, -0.6713, 1.6577)
Cl (-3.6405, -0.3920, -0.7935)
Cl (-1.8714, 1.1675, 0.8249)
Cl (1.9387, -1.6771, -0.1637)
H (-0.9462, -1.8907, -0.8371)
H (2.3645, 1.3700, 0.6218)
H (0.5730, 1.7306, 0.1154)
H (1.6481, 0.7449, -1.0393)

M   177.4 u
HOMO   -9.236 eV
Relative energy (zero: lowest compared OMol25 entry of this formula, charge and spin)   3.456 eV

Mulliken charges, unit e, in atom order: C -0.581; C 0.507; C -0.661; C 0.290; F -0.207; Cl -0.186; Cl -0.144; Cl -0.180; H 0.379; H 0.300; H 0.190; H 0.294